The following is a quantum chemistry calculation of one molecule with the formula C11H10N2O2, from OMol25.

Results
SMILES = OC(O)[C@H]1c2ccccc2-c2cncn21
Max |F| = 4.28 eV/Å
HOMO-LUMO gap = 0.3182 hartree
HOMO = -8.093 eV
LUMO level = 0.57 eV
E = -685.1147 Eh
ΔE to the lowest compared entry with this formula, charge and spin = 39.5 kcal per mole

Each line ends with the natural charge from an NBO analysis.
Cartesian coordinates (Å):
1 C -3.19093 -1.17451 -0.14260  -0.175
2 C -3.24424 0.06162 0.48574  -0.243
3 C -1.93108 -1.57871 -0.63077  -0.205
4 C -2.07494 0.78512 0.64152  -0.162
5 C 1.39708 -2.43475 -0.41119  -0.075
6 C 2.56948 -0.94395 0.58830  0.149
7 C -0.75641 -0.90161 -0.26978  -0.029
8 C -0.76728 0.33616 0.33151  -0.032
9 C 0.60874 -1.30944 -0.29823  0.075
10 C 0.65536 0.82777 0.65026  -0.095
11 C 1.10199 1.98995 -0.27949  0.375
12 N 2.62019 -2.14230 0.11097  -0.452
13 N 1.34164 -0.42050 0.35351  -0.327
14 O 1.20320 1.55987 -1.62493  -0.711
15 O 2.30772 2.65993 0.21029  -0.746
16 H -4.08611 -1.72846 -0.29526  0.216
17 H -4.19926 0.44024 0.75401  0.218
18 H -1.88663 -2.60436 -0.96717  0.216
19 H -2.20517 1.79093 1.24425  0.206
20 H 1.26567 -3.31811 -0.95003  0.204
21 H 3.53214 -0.52270 1.01597  0.223
22 H 0.99726 1.12016 1.68475  0.248
23 H 0.42553 2.77385 -0.38441  0.162
24 H 1.97588 1.14858 -1.82477  0.476
25 H 2.34016 3.58520 0.00757  0.485

Force components x, y, z for each atom (eV/Å):
C 1.979 0.996 -0.709
C 0.733 -0.541 -0.883
C -0.692 -0.926 1.434
C 0.821 3.394 2.411
C 0.307 1.488 -0.116
C 2.001 0.688 0.548
C -0.863 -0.230 -0.935
C -2.642 0.839 0.925
C -0.132 -3.092 -0.653
C 0.675 0.480 0.642
C 2.060 0.163 -0.959
N 0.455 -1.499 -0.327
N 1.724 2.431 0.817
O -3.498 2.150 1.226
O -0.508 -2.580 0.277
H -0.364 -0.562 -0.180
H -0.449 0.521 0.522
H 0.353 0.025 -0.504
H 0.434 -1.909 -1.399
H -0.526 -1.240 -0.467
H -1.975 0.167 -0.367
H -1.237 -0.164 -0.774
H -1.953 0.888 0.448
H 3.719 -2.063 -0.506
H -0.424 0.576 -0.474